Molecular formula: C7H10S2Si
Method: DFT, wB97M-V/def2-TZVPD

Each atom is followed by the atoms it is bonded to, with distances in Å.
Atoms and positions in Å:
1 S 5.62 -0.48 0.26  H11 1.248, H14 1.360
2 S 2.69 0.73 -1.34  Si3 2.041
3 Si 1.21 1.19 -0.01  S2 2.041, C4 1.953, H16 1.515
4 C 0.34 -0.09 1.18  Si3 1.953, C9 1.513, H13 1.124, H18 1.144
5 C -2.06 0.61 0.94  C8 1.336, C9 1.418, H17 1.166
6 C -1.11 -0.95 -0.72  C9 1.413, C10 1.415, H20 1.018
7 C -3.33 0.02 -1.00  C8 1.425, C10 1.369, H19 1.071
8 C -3.18 0.73 0.22  C5 1.336, C7 1.425, H12 1.079
9 C -0.98 -0.15 0.43  C4 1.513, C5 1.418, C6 1.413
10 C -2.31 -0.76 -1.46  C6 1.415, C7 1.369, H15 1.060
11 H 5.55 -1.22 -0.74  S1 1.248
12 H -3.97 1.34 0.61  C8 1.079
13 H 0.06 0.06 2.26  C4 1.124
14 H 5.75 -1.57 1.07  S1 1.360
15 H -2.44 -1.20 -2.41  C10 1.060
16 H 0.56 2.53 0.24  Si3 1.515
17 H -1.74 1.32 1.81  C5 1.166
18 H 0.63 -1.17 0.99  C4 1.144
19 H -4.25 0.14 -1.55  C7 1.071
20 H -0.29 -1.34 -1.18  C6 1.018

Summary:
**Net charge**: 0
**Structure (SMILES)**: S=[SiH]Cc1ccccc1.S



Molecular formula: C3H4N2S2
Method: DFT, wB97M-V/def2-TZVPD

Each atom is followed by the atoms it is bonded to, with distances in Å.
Atoms and positions in Å:
1 S -1.57 -1.88 -0.19  C5 1.798, H8 1.389
2 S 1.76 -0.97 0.32  C6 1.806, C7 1.738
3 N -1.94 0.68 0.26  C5 1.318, H10 1.047, H11 1.069
4 N 3.66 1.06 -0.40  C7 1.139
5 C -0.98 -0.20 0.07  S1 1.798, N3 1.318, C6 1.356
6 C 0.33 0.13 0.16  S2 1.806, C5 1.356, H9 1.139
7 C 2.97 0.22 -0.05  S2 1.738, N4 1.139
8 H -0.25 -2.33 -0.26  S1 1.389
9 H 0.77 1.15 -0.05  C6 1.139
10 H -2.94 0.41 0.07  N3 1.047
11 H -1.82 1.72 0.07  N3 1.069

Summary:
**Net charge**: 0
**Structure (SMILES)**: N#CS/C=C(/N)S



HOMO level per entry: -8.6; -8.0 eV
Orbital gap per entry: 0.299; 0.307 Ha
Energy above the lowest of the compared OMol25 structures with the same formula, charge and spin per entry: 196.42; 213.66 kJ/mol